The following is a DFT calculation (ωB97M-V/def2-TZVPD) of C41H44BN10S3SbSe4Ti as an isolated structure at a distorted geometry.

Geometry as ORCA input:
```
! RIJCOSX wB97M-V def2-TZVPD def2/J DEFGRID3
* xyz -2 1
Ti -0.19990 0.44739 -0.06979
N -1.76785 0.13500 -1.13756
S -3.18034 0.27592 -0.54727
N -4.29234 -0.85401 -0.60157
S -5.21471 -1.60399 0.47317
N -4.93353 -1.86463 1.86940
S -1.71059 -1.86974 1.50583
N -2.11452 -0.38145 1.20660
C -2.30347 -3.22524 0.45873
C -1.70057 -3.28066 -0.79703
C -1.86858 -4.39981 -1.59722
C -2.61868 -5.47469 -1.13646
C -3.23015 -5.41062 0.10766
C -3.08842 -4.28146 0.90252
C -2.14154 -2.44361 3.15571
C -1.51343 -3.58525 3.63520
C -1.67332 -3.94842 4.96386
C -2.43373 -3.15441 5.81454
C -3.02951 -1.99577 5.33198
C -2.88127 -1.63449 4.00085
C -6.84520 -0.81273 0.22932
C -7.47567 -0.37992 1.38022
C -8.70104 0.26837 1.28734
C -9.28935 0.46548 0.04592
C -8.65601 0.00873 -1.10564
C -7.43195 -0.63610 -1.01518
C -5.58561 -3.04681 -0.56492
C -6.46290 -3.96107 0.00374
C -6.81700 -5.10004 -0.69962
C -6.28973 -5.32315 -1.96800
C -5.40396 -4.41157 -2.52025
C -5.04437 -3.26667 -1.81801
C -3.75482 1.16308 -2.06521
C -3.33124 2.47698 -2.25702
C -3.65975 3.15750 -3.41502
C -4.41156 2.53273 -4.40679
C -4.82834 1.22626 -4.21829
C -4.50773 0.54523 -3.04745
C -3.77134 1.63171 0.53700
C -2.96735 2.26833 1.46565
C -3.47770 3.32857 2.20283
C -4.78718 3.74857 2.02311
C -5.58253 3.11580 1.07896
C -5.07008 2.06987 0.32642
H -1.08977 -2.45479 -1.14251
H -1.39415 -4.42555 -2.57059
H -2.73995 -6.35703 -1.75433
H -3.84407 -6.23356 0.45528
H -3.59294 -4.20607 1.85484
H -0.90019 -4.18220 2.96917
H -1.19064 -4.84288 5.33881
H -2.55050 -3.43331 6.85521
H -3.61878 -1.37327 5.99486
H -3.34389 -0.74853 3.58583
H -6.97301 -0.55258 2.32579
H -9.19271 0.62599 2.18428
H -10.24316 0.97426 -0.02856
H -9.11358 0.16261 -2.07544
H -6.92328 -0.98004 -1.90713
H -6.84318 -3.77391 1.00168
H -7.49956 -5.81723 -0.25971
H -6.56234 -6.21574 -2.51861
H -4.96916 -4.59330 -3.49556
H -4.33208 -2.56203 -2.22494
H -2.74474 2.96696 -1.48771
H -3.32566 4.17977 -3.54862
H -4.66182 3.06206 -5.31814
H -5.40469 0.72356 -4.98643
H -4.82894 -0.47648 -2.90225
H -1.94744 1.94993 1.61372
H -2.83810 3.82396 2.92351
H -5.18273 4.57170 2.60652
H -6.60415 3.43548 0.91408
H -5.67939 1.61673 -0.43597
C 2.64196 3.73632 3.19254
N 1.75287 2.60843 2.94898
C 1.88588 1.48597 3.86650
C 1.03247 2.44741 1.82563
N 0.07316 1.57205 1.70732
N 1.39393 3.26587 0.76117
C 0.90401 3.07408 -0.51790
N 1.66809 3.59319 -1.50137
N -0.24403 2.49173 -0.70817
H 2.57242 3.99757 4.25097
H 2.33430 4.59971 2.60773
H 3.67777 3.48739 2.95158
H 1.17025 1.54417 4.69362
H 2.90156 1.49555 4.26071
H 1.75913 0.54602 3.32886
H -0.08917 1.03948 2.55127
H 2.38419 3.54062 0.76825
H 2.65180 3.76933 -1.27702
H 1.50577 3.18966 -2.41093
H -0.46490 2.43667 -1.69863
Se 5.90757 1.48523 2.86026
Sb 5.23087 1.65949 0.56032
Se 0.97569 -1.38362 1.06171
Se 2.52740 0.15605 0.29771
Se 4.64706 4.03505 0.21384
B 0.55468 -1.58164 -4.25035
C 0.58152 -0.61195 -3.00313
N 0.58354 0.11062 -2.09966
H 1.37945 -2.45390 -4.06820
H -0.57444 -2.03575 -4.31695
H 0.81761 -0.91839 -5.23592
*
```

Computed properties:
frontier orbital gap = 5.84 eV
molar mass = 1269.353 g/mol
energy above the lowest of the compared OMol25 structures with the same formula, charge and spin = 41.6 kcal per mole
lowest unoccupied orbital energy = 3.65 eV

=====

The following is a DFT calculation (ωB97M-V/def2-TZVPD) of a 8-piece molecular cluster, C41H44F6N8O5S2 overall at a distorted geometry.

Geometry as ORCA input:
```
! RIJCOSX wB97M-V def2-TZVPD def2/J DEFGRID3
* xyz 0 1
O 5.38445 1.77135 1.61105
S 5.36237 2.65927 0.33703
O 6.86018 3.03886 0.03451
O 4.71737 1.83603 -1.05109
C 4.46013 4.28407 0.67675
C 3.42223 4.21568 1.94516
C 2.17810 3.12441 1.72161
C 1.54042 3.15683 0.21704
N 0.12813 2.66963 0.07910
C -0.92188 3.61426 0.58524
F -1.02610 3.74753 2.05559
F -2.24885 3.04557 0.13770
C -0.87222 5.13757 -0.03082
F -0.33006 5.16911 -1.43068
F 0.10661 5.93488 0.79894
F -2.21065 5.77212 0.09828
S -0.11014 1.01293 0.53648
O -1.00146 0.77528 1.77698
O 1.22193 0.20622 0.77621
F -0.89253 0.16506 -0.77823
H 4.28842 0.99158 -0.72430
H 3.95194 4.73192 -0.29157
H 5.31525 5.06170 0.97406
H 4.00135 3.86794 2.91288
H 3.03404 5.30270 2.13622
H 2.67575 2.06376 1.91580
H 1.43034 3.31386 2.59834
H 2.21393 2.42308 -0.44232
H 1.75196 4.23373 -0.22527
C -4.73784 5.23071 4.61858
C -4.58748 6.26227 5.53933
C -3.65256 7.24931 5.27133
N -2.87381 7.26674 4.16744
C -3.04115 6.25123 3.29269
C -3.95154 5.22202 3.47107
H -5.46149 4.43995 4.79374
H -5.18422 6.29723 6.44373
H -3.50032 8.07719 5.95770
H -2.40196 6.28704 2.41493
H -4.04502 4.43254 2.73401
C 5.33864 -2.90404 3.61805
C 5.34137 -1.68495 2.94849
C 5.82093 -0.57037 3.61772
N 6.28364 -0.59735 4.88678
C 6.26688 -1.79470 5.51170
C 5.81065 -2.96424 4.92522
H 4.97154 -3.79978 3.12556
H 4.97926 -1.60456 1.92983
H 5.84663 0.40314 3.13680
H 6.64180 -1.78933 6.53136
H 5.82226 -3.89908 5.47404
C -2.11678 -1.84672 2.83316
C -1.90560 -3.22133 2.81475
C -2.92458 -4.04732 3.26148
N -4.11270 -3.59482 3.71860
C -4.28786 -2.25552 3.72619
C -3.33084 -1.35029 3.29656
H -1.34176 -1.16781 2.48954
H -0.97026 -3.63965 2.46063
H -2.80924 -5.12730 3.26375
H -5.25015 -1.91721 4.10016
H -3.52662 -0.28434 3.32310
C -4.77313 1.17177 -3.26912
C -5.59337 1.83375 -4.17657
C -5.54330 3.21795 -4.21709
N -4.74546 3.96449 -3.42243
C -3.96179 3.29386 -2.55033
C -3.93895 1.91295 -2.43852
H -4.78392 0.08735 -3.20936
H -6.25546 1.28516 -4.83683
H -6.16192 3.78031 -4.91042
H -3.33164 3.91667 -1.92158
H -3.28744 1.42699 -1.72113
C 1.10683 -5.91895 0.46248
C 1.62642 -4.75045 -0.08445
C 2.96434 -4.46292 0.13339
N 3.79502 -5.25079 0.85074
C 3.26158 -6.37750 1.37076
C 1.93787 -6.75182 1.20464
H 0.06296 -6.17841 0.31194
H 1.00477 -4.07986 -0.66678
H 3.41748 -3.56447 -0.27540
H 3.94914 -6.99233 1.94483
H 1.56355 -7.66971 1.64354
C -6.86896 0.39846 -9.87609
C -8.15242 0.44182 -9.34189
C -8.32129 1.00221 -8.08587
N -7.30963 1.50679 -7.34608
C -6.07471 1.44902 -7.89022
C -5.80676 0.91191 -9.13907
H -6.69770 -0.03205 -10.85842
H -9.00102 0.04916 -9.89047
H -9.30403 1.06218 -7.62730
H -5.27871 1.85900 -7.27491
H -4.79482 0.89357 -9.52756
C 6.84185 -7.34873 -1.53393
C 5.67461 -7.20911 -0.79057
C 4.47453 -7.57382 -1.37959
N 4.37073 -8.05468 -2.63791
C 5.52075 -8.17736 -3.33566
C 6.76756 -7.84300 -2.83212
H 7.80144 -7.07447 -1.10542
H 5.69866 -6.82597 0.22327
H 3.53648 -7.48646 -0.83914
H 5.41016 -8.56390 -4.34496
H 7.65892 -7.96418 -3.43716
*
```

Computed properties:
SMILES string = O=S(=O)(O)CCCCN(C(F)(F)C(F)(F)F)S(=O)(=O)F.c1ccncc1.c1ccncc1.c1ccncc1.c1ccncc1.c1ccncc1.c1ccncc1.c1ccncc1
frontier orbital gap = 7.23 eV
molar mass = 906.976 g/mol
lowest unoccupied orbital energy = -2.18 eV